w) Entry from OMol25: 2 unconnected molecules or ions with the total composition C2H9N2 (ωB97M-V/def2-TZVPD).

The geometry in XYZ format:
```
13
Properties=species:S:1:pos:R:3
N -1.16 -1.05 1.81
N 0.41 1.31 -1.47
C -0.64 -1.17 0.62
C 0.60 -0.55 0.34
H 1.16 -0.16 1.24
H -0.19 1.37 -2.33
H -2.05 -1.45 1.97
H 1.34 0.98 -1.78
H -1.16 -1.69 -0.15
H -0.64 -0.84 2.60
H 0.49 2.28 -1.17
H 1.11 -1.08 -0.46
H 0.34 0.30 -0.36
```

Kohn-Sham gap   10.09 eV
Total charge   +1

---

x) Entry from OMol25: 2 unconnected molecules or ions with the total composition C2H9N2 (ωB97M-V/def2-TZVPD).

The geometry in XYZ format:
```
13
Properties=species:S:1:pos:R:3
N -1.83 0.64 -1.11
N -0.52 0.03 0.67
C 2.63 -1.18 0.65
C -0.80 0.85 -0.35
H -0.18 1.73 -0.52
H -0.07 -0.86 0.43
H 2.28 -0.36 1.29
H 3.12 -1.97 1.19
H -2.70 0.32 -0.69
H 1.78 -1.39 -0.01
H 3.39 -0.74 0.01
H -0.04 0.45 1.46
H -1.87 1.02 -2.05
```

Kohn-Sham gap   10.92 eV
Total charge   +1

---

Verdict on stability: x) comes out at the bottom.

---

w) Entry from OMol25: 2 unconnected molecules or ions with the total composition C4H12NO3 (ωB97M-V/def2-TZVPD).

The geometry in XYZ format:
```
20
Properties=species:S:1:pos:R:3
O -1.38 -1.35 -3.91
O -1.12 -1.27 -1.39
O 2.33 1.54 0.66
N 0.41 0.28 -0.48
C 0.13 -1.18 -0.84
C 1.26 1.48 1.50
C -0.53 -0.22 1.88
C -0.03 0.78 0.89
H -1.28 -1.30 -2.86
H 2.02 1.45 -0.25
H 0.83 -1.42 -1.66
H 0.22 -1.72 0.09
H -0.24 0.70 -1.15
H 0.84 2.49 1.85
H -0.80 1.55 0.68
H 1.59 1.03 2.45
H -2.34 -1.43 -3.97
H 0.09 -1.10 1.84
H -1.58 -0.48 1.74
H -0.42 0.17 2.91
```

Kohn-Sham gap   7.44 eV
Total charge   -1

---

x) Entry from OMol25: 2 unconnected molecules or ions with the total composition C4H12NO3 (ωB97M-V/def2-TZVPD).

The geometry in XYZ format:
```
20
Properties=species:S:1:pos:R:3
O 1.86 0.38 -1.84
O -0.35 3.21 2.87
O -0.38 0.84 1.85
N -1.29 -0.61 0.17
C -1.46 0.21 1.46
C 0.58 -1.51 -1.19
C 0.97 -0.67 -2.33
C 0.18 -0.84 0.06
H -0.31 -2.15 -1.79
H -0.31 2.24 2.59
H 1.55 -1.27 -3.17
H -1.75 -0.65 2.16
H 1.95 0.32 -0.87
H 1.35 -2.25 -0.99
H -1.75 -0.28 -0.56
H 0.42 -1.40 1.08
H 0.13 -0.04 -2.84
H 0.14 3.53 2.06
H 0.75 0.11 0.16
H -2.27 0.83 1.12
```

Kohn-Sham gap   7.03 eV
Total charge   -1

---

Verdict on stability: x) comes out at the bottom.

---

w) Entry from OMol25: 3 unconnected molecules or ions with the total composition C4H14O3 (ωB97M-V/def2-TZVPD).

The geometry in XYZ format:
```
21
Properties=species:S:1:pos:R:3
O -1.34 -0.64 -1.05
O -1.28 1.09 1.41
O 1.04 1.72 3.42
C 1.04 -0.25 -1.37
C 0.84 0.47 -2.70
C 0.06 -1.73 0.45
C -0.07 -1.24 -0.99
H 1.40 -0.05 -3.47
H 0.66 1.07 4.02
H -2.15 1.49 1.48
H -0.05 -2.12 -1.64
H 0.94 -2.38 0.51
H 1.23 0.40 -0.51
H -0.19 0.62 -2.99
H -0.84 -2.31 0.66
H 0.29 1.89 2.84
H 0.20 -0.90 1.15
H 1.29 1.46 -2.66
H -1.53 -0.43 -1.97
H -1.45 0.48 0.67
H 1.94 -0.87 -1.48
```

Kohn-Sham gap   11.27 eV
Total charge   0
SMILES   CC[C@@H](C)O.O.O

---

x) Entry from OMol25: 3 unconnected molecules or ions with the total composition C4H14O3 (ωB97M-V/def2-TZVPD).

The geometry in XYZ format:
```
21
Properties=species:S:1:pos:R:3
O -3.29 -0.18 -1.78
O 0.19 -1.68 -2.64
O 0.97 0.43 -0.79
C -0.03 0.40 1.49
C -0.63 1.77 1.34
C 1.81 -1.22 0.66
C 1.21 0.16 0.61
H -2.36 -0.16 -1.87
H -0.41 -1.62 -3.39
H -0.64 2.01 0.28
H 2.24 -1.34 1.65
H -0.07 -0.93 -2.06
H -3.38 -0.94 -1.16
H 1.05 -1.96 0.41
H 1.94 0.90 0.99
H -1.65 1.87 1.72
H 0.30 0.18 2.51
H 0.88 1.35 -0.98
H 2.67 -1.24 -0.01
H -0.71 -0.41 1.21
H -0.11 2.61 1.81
```

Kohn-Sham gap   11.09 eV
Total charge   0
SMILES   CC[C@@H](C)O.O.O

---

Verdict on stability: x) comes out at the bottom.

---

w) Entry from OMol25: 4 unconnected molecules or ions with the total composition C4H14O3 (ωB97M-V/def2-TZVPD).

The geometry in XYZ format:
```
21
Properties=species:S:1:pos:R:3
O -0.50 -3.43 2.11
O -2.49 2.32 -1.35
O -2.30 0.99 2.65
C 1.52 0.10 -1.23
C 1.92 -1.15 -0.43
C 0.34 0.85 -0.66
C 2.15 0.43 -2.35
H -0.27 1.36 -1.40
H 2.96 -1.04 -0.12
H 1.24 -1.25 0.41
H -2.36 0.80 3.59
H -3.08 1.77 -1.89
H -2.20 1.95 2.60
H 1.76 1.25 -2.94
H -1.27 -2.89 2.35
H -2.60 1.86 -0.50
H -0.33 0.09 -0.25
H 0.05 -3.42 2.91
H 0.60 1.50 0.18
H 3.07 -0.01 -2.71
H 1.81 -2.07 -0.97
```

Kohn-Sham gap   9.25 eV
Total charge   0
SMILES   C=C(C)C.O.O.O

---

x) Entry from OMol25: 4 unconnected molecules or ions with the total composition C4H14O3 (ωB97M-V/def2-TZVPD).

The geometry in XYZ format:
```
21
Properties=species:S:1:pos:R:3
O -2.74 0.81 -1.14
O -1.89 0.26 2.60
O -2.51 -2.47 1.70
C 2.67 -0.22 -1.90
C 0.91 1.33 -1.04
C 1.90 -0.18 0.52
C 1.99 0.25 -0.90
H 1.08 -1.05 0.63
H -1.68 -2.81 1.98
H -0.11 1.06 -1.41
H -3.14 1.51 -1.72
H -1.01 0.09 2.82
H 0.86 2.04 -0.28
H 1.47 0.42 1.27
H 1.24 1.89 -2.05
H -2.46 -0.45 2.46
H 2.90 -0.58 0.80
H 3.61 -0.81 -1.97
H -3.02 1.01 -0.28
H -2.34 -2.02 0.90
H 2.27 -0.07 -3.01
```

Kohn-Sham gap   9.55 eV
Total charge   0
SMILES   C=C(C)C.O.O.O

---

Verdict on stability: x) comes out at the bottom.

---

w) Entry from OMol25: C3H6ClF in the gas phase (ωB97M-V/def2-TZVPD).

The geometry in XYZ format:
```
11
Properties=species:S:1:pos:R:3
Cl -1.06 0.93 -1.71
F -1.32 -1.18 -0.20
C 0.96 -0.62 -0.63
C -0.50 -0.12 -0.38
C -0.41 0.67 0.94
H 1.31 -0.17 -1.53
H 0.99 -1.68 -0.66
H -0.15 1.63 0.98
H -1.50 0.65 1.11
H 0.15 0.16 1.79
H 1.53 -0.27 0.28
```

Kohn-Sham gap   11.77 eV
Total charge   0
SMILES   CC(C)(F)Cl

---

x) Entry from OMol25: C3H6ClF in the gas phase (ωB97M-V/def2-TZVPD).

The geometry in XYZ format:
```
11
Properties=species:S:1:pos:R:3
Cl 2.18 -0.08 0.23
F -0.03 -0.06 1.55
C 0.30 0.01 0.29
C -0.13 1.37 -0.26
C -0.25 -1.31 -0.31
H 0.37 -2.15 0.25
H 0.72 1.97 0.52
H -0.13 1.39 -1.39
H -1.29 -1.48 0.21
H -1.26 1.66 0.27
H -0.48 -1.32 -1.35
```

Kohn-Sham gap   11.67 eV
Total charge   0
SMILES   CC(C)(F)Cl

---

Verdict on stability: x) comes out at the bottom.

---

w) Entry from OMol25: C3H6ClF in the gas phase (ωB97M-V/def2-TZVPD).

The geometry in XYZ format:
```
11
Properties=species:S:1:pos:R:3
Cl -2.15 -0.07 0.03
F 2.26 -0.78 -0.12
C 1.88 0.42 0.24
C -0.45 -0.37 0.02
C 0.48 0.85 -0.22
H 0.48 1.27 -1.27
H 2.53 1.09 -0.28
H -0.24 -0.66 0.99
H -0.24 -1.09 -0.85
H 2.00 0.48 1.32
H 0.23 1.67 0.47
```

Kohn-Sham gap   11.56 eV
Total charge   0
SMILES   FCCCCl

---

x) Entry from OMol25: C3H6ClF in the gas phase (ωB97M-V/def2-TZVPD).

The geometry in XYZ format:
```
11
Properties=species:S:1:pos:R:3
Cl -2.77 -0.31 -0.20
F 1.58 -1.04 -0.37
C -0.14 0.54 -0.34
C -1.04 -0.57 0.23
C 1.29 0.25 0.07
H -0.65 -1.54 -0.20
H -0.26 0.54 -1.43
H -0.99 -0.59 1.31
H 2.04 0.97 -0.31
H -0.49 1.50 0.06
H 1.43 0.25 1.18
```

Kohn-Sham gap   11.77 eV
Total charge   0
SMILES   FCCCCl

---

Verdict on stability: w) comes out at the bottom.